1.
Density functional theory data (wB97M-V/def2-TZVPD) for a molecular structure, C16H21CoN8O5.

* Kohn-Sham gap (alpha / beta): 8.383 / 8.357 eV
* HOMO level (alpha / beta): -5.68 / -5.60 eV
* net charge: -1
* LUMO energy (alpha / beta): 2.703 / 2.752 eV
* multiplicity: 2

```
51
Properties=species:S:1:pos:R:3:lowdin_charge:R:1
Co -0.432 -0.708 0.194 0.62
O 0.690 -0.417 3.458 0.00
C -0.673 -0.720 3.419 -0.37
C -1.013 -2.134 2.916 -0.10
N -0.654 -2.459 1.531 -0.18
C 0.649 -3.140 1.416 -0.06
C 1.836 -2.183 1.205 -0.61
O 2.971 -2.616 1.300 0.05
O 1.493 -0.976 0.909 -0.14
C -1.692 -3.243 0.842 -0.09
C -1.444 -3.220 -0.690 -0.66
O -1.679 -4.227 -1.341 0.03
O -1.015 -2.094 -1.115 -0.08
H 1.056 -0.464 2.550 0.05
H -1.853 1.011 3.305 0.13
H -0.998 -0.694 4.462 0.15
H -2.093 -2.239 3.024 0.13
H -0.536 -2.836 3.607 0.13
H 0.635 -3.781 0.533 0.14
H 0.857 -3.768 2.285 0.13
H -2.668 -2.780 1.007 0.13
H -1.726 -4.279 1.192 0.13
C 1.488 0.048 -1.865 -0.15
N 2.244 0.954 -2.724 -0.08
C 2.858 1.983 -1.883 -0.17
N 1.858 2.747 -1.131 -0.08
C 1.107 1.820 -0.289 -0.15
N 0.442 0.774 -1.098 -0.12
C -0.455 1.439 -2.073 -0.16
N 0.280 2.359 -2.936 -0.08
C 1.316 1.609 -3.646 -0.18
C 0.935 3.358 -2.091 -0.17
H 2.167 -0.430 -1.160 0.12
H 1.000 -0.718 -2.470 0.13
H 3.417 2.673 -2.519 0.12
H 3.544 1.509 -1.178 0.13
H 0.344 2.372 0.263 0.13
H 1.788 1.335 0.410 0.12
H -1.217 1.999 -1.537 0.08
H -0.944 0.674 -2.677 0.13
H 1.876 2.298 -4.283 0.12
H 0.840 0.851 -4.270 0.13
H 0.173 3.919 -1.545 0.13
H 1.494 4.050 -2.726 0.12
N -1.472 0.273 2.727 0.06
C -1.629 0.340 1.397 -0.14
C -2.461 1.358 0.926 -0.29
C -2.933 2.405 1.760 -0.25
N -3.288 3.278 2.430 0.12
C -2.992 1.345 -0.389 -0.27
N -3.490 1.346 -1.431 0.15
```



2.
Density functional theory data (wB97M-V/def2-TZVPD) for 2 unconnected molecules or ions with the total composition C16H21FN4O4S.

* Kohn-Sham gap: 6.730 eV
* HOMO level: -8.34 eV
* net charge: 0
* SMILES: NC(N)(N)CN(CCc1ccccc1)S(=O)(=O)F.O=C1C=CC(=O)C=C1
* LUMO energy: -1.609 eV

```
47
Properties=species:S:1:pos:R:3:lowdin_charge:R:1
N 4.929 -0.108 0.820 0.03
C 4.498 -0.227 -0.629 -0.56
N 5.629 -1.004 -1.335 0.01
N 3.258 -1.097 -0.779 0.04
C 4.267 1.244 -1.375 -0.12
N 2.775 1.634 -1.438 -0.23
C 2.295 2.018 -0.056 -0.21
C 0.669 1.991 0.150 -0.16
C -0.073 0.616 -0.347 -0.12
C -0.903 -0.274 0.800 -0.02
C -1.735 -1.652 0.469 -0.09
C -1.777 -2.220 -1.069 -0.09
C -0.974 -1.369 -2.230 -0.07
C -0.128 0.030 -1.878 -0.02
S 2.535 2.924 -2.611 0.88
O 3.281 2.702 -3.957 -0.34
O 1.021 3.128 -2.997 -0.35
F 3.058 4.480 -2.031 -0.26
H 5.950 0.079 0.924 0.09
H 4.625 -0.951 1.373 0.09
H 5.230 -1.726 -1.981 0.07
H 6.072 -1.580 -0.557 0.08
H 3.099 -1.293 -1.813 0.10
H 3.555 -2.037 -0.400 0.09
H 4.707 1.095 -2.475 0.13
H 4.925 2.101 -0.891 0.15
H 2.632 3.151 0.115 0.13
H 2.769 1.410 0.824 0.13
H 0.169 2.940 -0.355 0.12
H 0.484 2.063 1.327 0.12
H -0.941 0.103 1.929 0.09
H -2.311 -2.251 1.320 0.09
H -2.383 -3.184 -1.343 0.08
H -1.012 -1.730 -3.354 0.08
H 0.396 0.606 -2.752 0.07
O -3.484 0.096 2.812 0.08
C -4.588 -0.394 2.614 -0.38
C -5.093 -0.618 1.246 0.02
C -6.300 -1.151 1.031 0.02
C -7.178 -1.541 2.152 -0.39
O -8.281 -2.031 1.955 0.10
C -6.672 -1.318 3.521 0.02
C -5.465 -0.784 3.736 0.02
H -4.438 -0.327 0.434 0.12
H -6.686 -1.321 0.033 0.12
H -7.328 -1.608 4.333 0.12
H -5.079 -0.614 4.733 0.12
```



3.
Density functional theory data (wB97M-V/def2-TZVPD) for a single C16H21N3O2S molecule.

* Kohn-Sham gap: 9.372 eV
* ΔE to the lowest compared entry with this formula, charge and spin: 32.64 kcal/mol
* HOMO level: -8.88 eV
* net charge: 0
* SMILES: COCCSc1ccccc1C(=O)NCCCn1ccnc1
* LUMO energy: 0.489 eV

```
43
Properties=species:S:1:pos:R:3:lowdin_charge:R:1
C 2.738 1.357 -2.716 -0.09
O 2.752 2.311 -1.678 -0.18
C 1.899 2.009 -0.605 -0.27
C 2.541 1.048 0.408 -0.39
S 1.410 -0.277 0.950 0.94
C 1.563 -1.347 -0.482 -0.46
C 2.675 -2.173 -0.538 -0.10
C 2.898 -2.969 -1.646 -0.07
C 2.011 -2.930 -2.711 -0.06
C 0.905 -2.104 -2.656 -0.01
C 0.654 -1.316 -1.536 -0.15
C -0.553 -0.429 -1.587 -0.49
O -0.820 0.223 -2.580 0.07
N -1.327 -0.447 -0.483 0.07
C -2.537 0.337 -0.392 -0.16
C -2.288 1.767 0.101 -0.14
C -1.636 1.815 1.488 -0.15
N -2.383 1.060 2.457 -0.10
C -3.623 1.358 2.947 -0.08
C -3.960 0.327 3.775 -0.16
N -2.960 -0.592 3.801 0.05
C -2.037 -0.128 3.005 -0.19
H 1.721 1.198 -3.092 0.09
H 3.362 1.763 -3.509 0.09
H 3.148 0.391 -2.395 0.08
H 1.678 2.964 -0.121 0.13
H 0.957 1.588 -0.983 0.09
H 2.839 1.563 1.319 0.07
H 3.419 0.570 -0.027 0.08
H 3.365 -2.183 0.294 0.11
H 3.764 -3.612 -1.679 0.11
H 2.185 -3.540 -3.584 0.11
H 0.214 -2.049 -3.483 0.12
H -1.030 -0.963 0.329 0.10
H -2.969 0.387 -1.395 0.12
H -3.232 -0.179 0.274 0.12
H -3.246 2.288 0.124 0.11
H -1.638 2.282 -0.608 0.11
H -1.565 2.857 1.817 0.13
H -0.628 1.396 1.445 0.07
H -4.142 2.256 2.679 0.11
H -4.851 0.189 4.353 0.09
H -1.095 -0.605 2.812 0.10
```



E_tot across the listed records, respectively: -76720.498 -44622.491 -36333.447 eV.